Record 1
The following is a quantum chemistry calculation of a molecular structure, C21H36CoP2Se at a distorted geometry, from the Open Molecules 2025 dataset.

Structure (XYZ):
```
61
Properties=species:S:1:pos:R:3:forces:R:3:lowdin_charge:R:1
P -0.400717 -1.521641 -5.285246 -0.353 0.644 -0.487 0.896
P 0.220204 1.779313 -5.416391 -0.573 0.710 0.507 0.916
C -0.484461 -0.568812 -6.894195 -0.062 -0.805 0.059 -0.402
C 0.329266 0.719970 -6.937112 0.251 0.039 0.024 -0.359
H -1.549177 -0.373905 -7.078052 0.185 -0.012 -0.014 0.079
H -0.136303 -1.302508 -7.632977 -0.083 0.470 -0.392 0.073
H 1.388784 0.500836 -7.121982 -0.149 0.063 0.122 0.086
H -0.019750 1.363352 -7.754620 0.152 -0.065 -0.006 0.085
C -1.359384 2.650270 -5.683152 0.098 0.220 -0.391 -0.230
H -1.538698 3.292423 -4.809284 -0.091 -0.095 -0.395 0.053
H -2.196309 1.943146 -5.793380 0.346 0.311 -0.018 0.057
H -1.230534 3.251837 -6.595705 -0.406 -0.033 0.249 0.051
C 1.435115 3.084895 -5.658231 0.279 0.351 -0.641 -0.235
H 1.111560 3.692463 -6.512710 0.401 0.073 0.087 0.051
H 2.429042 2.660341 -5.844991 -0.194 0.143 0.006 0.060
H 1.485566 3.708077 -4.758480 0.046 -0.084 -0.389 0.035
C -1.360919 -2.990113 -5.799289 0.081 0.106 -0.177 -0.265
H -1.339705 -3.745155 -5.000791 -0.080 0.187 -0.295 0.048
H -0.861412 -3.369744 -6.701231 -0.438 -0.270 0.116 0.035
H -2.394077 -2.688672 -6.016696 0.229 -0.262 0.046 0.045
C 1.260616 -2.264895 -5.442377 0.013 -0.217 -0.126 -0.248
H 2.062584 -1.517079 -5.469393 -0.195 -0.228 0.006 0.043
H 1.240527 -2.849717 -6.370916 0.374 0.056 0.140 0.042
H 1.420069 -2.934712 -4.586455 0.056 0.169 -0.330 0.050
Co 0.296274 -0.715986 -0.605150 -0.052 -0.822 -1.553 0.201
C 0.281937 2.374351 -2.859026 1.957 -0.649 -0.936 -0.124
C -1.009302 1.995015 -2.572571 -1.230 -1.210 0.952 -0.103
C -1.653524 0.803415 -3.218202 0.228 -0.287 -0.277 -0.225
C -1.708011 -0.601924 -2.542627 -0.882 0.213 -0.414 -0.227
C -0.484517 -1.476317 -2.588268 1.717 -0.024 1.254 -0.290
C 0.926509 -1.150549 -2.573978 -0.501 -0.030 0.554 -0.298
C 1.470551 0.075166 -3.263478 0.122 -0.314 -0.100 -0.261
C 1.436677 1.429142 -2.496255 0.541 0.168 -1.033 -0.194
C 0.673470 -2.192468 0.608235 0.133 -0.285 0.156 -0.253
H 0.583778 3.418834 -3.081219 -0.479 -0.435 1.082 0.110
H -1.497670 2.388976 -1.668343 -0.236 0.672 -0.808 0.100
H -1.125627 0.626767 -4.178096 -0.480 0.015 0.775 -0.019
H -2.679882 1.108866 -3.520842 0.338 -0.198 0.592 0.130
H -2.166860 -0.516045 -1.538210 0.353 -0.012 -0.317 0.103
H -2.448461 -1.152375 -3.143126 -0.142 0.147 0.078 0.099
H -0.686584 -2.550463 -2.702780 -0.158 0.379 0.546 0.097
H 1.607023 -2.016508 -2.591842 -0.480 0.376 0.045 0.097
H 0.819805 0.177416 -4.166775 0.643 0.157 0.582 -0.034
H 2.489680 -0.095920 -3.687778 -0.539 0.061 0.684 0.120
H 1.427959 1.214752 -1.400581 -0.253 0.301 -0.598 0.013
H 2.388602 1.958043 -2.668180 -0.357 0.007 -0.075 0.113
H 1.543078 -1.918727 1.224998 -0.261 -0.381 0.022 -0.029
H 0.882434 -3.040094 -0.064483 -0.011 -0.137 0.592 -0.035
H -0.224366 -2.346971 1.231568 0.427 -0.208 -0.066 -0.020
Se -0.055911 1.207962 0.574724 0.283 1.531 -0.433 0.753
C -0.148609 0.650477 2.355826 -0.323 -0.185 0.933 -0.663
C -1.437292 0.381095 2.827912 0.590 -0.270 0.171 -0.164
C -1.612935 -0.124128 4.104995 0.259 0.280 0.297 -0.099
C -0.505625 -0.294117 4.949321 -0.084 -0.294 -0.342 -0.102
C 0.784164 -0.016641 4.477851 -0.429 0.227 0.207 -0.097
C 0.964639 0.493144 3.194881 -0.647 -0.185 -0.292 -0.127
H -2.261916 0.544487 2.145171 -0.095 -0.110 0.168 0.081
H -2.622152 -0.350561 4.435062 0.151 -0.034 0.165 0.096
H -0.657199 -0.692303 5.952460 0.115 0.111 -0.220 0.093
H 1.642919 -0.175174 5.128699 -0.167 0.058 -0.131 0.098
H 1.944058 0.748091 2.813561 0.064 -0.104 0.039 0.096
```
Forces are in eV/Å.

Output
ΔE to the lowest compared entry with this formula, charge and spin	4.3136	eV
LUMO energy (alpha / beta)	-0.929 / -2.251	eV
multiplicity	4
E_HOMO (alpha / beta)	-5.61 / -5.73	eV
gap between HOMO and LUMO (alpha / beta)	4.68 / 3.48	eV
⟨S²⟩	4.18

***

Record 2
The following is a quantum chemistry calculation of a molecular structure, C38H69MgNO4P2SSi at a distorted geometry, from the Open Molecules 2025 dataset.

Structure (XYZ):
```
117
Properties=species:S:1:pos:R:3:forces:R:3:lowdin_charge:R:1
Mg 0.455799 0.714162 0.959042 -0.669 -0.272 -0.211 0.306
C 2.347577 1.975168 -3.393282 -0.116 0.108 0.026 -0.118
C 2.476571 2.830037 -2.137597 0.000 -0.462 0.158 -0.519
C 3.854348 2.656277 -1.504689 -0.093 0.088 0.124 -0.109
P 1.180508 2.388024 -0.848753 -0.081 1.201 -0.813 1.096
C -0.372140 3.206123 -1.464402 0.019 -0.039 -0.141 -0.533
C -1.098242 2.266077 -2.416909 0.198 0.021 0.008 -0.123
C -1.294417 3.528154 -0.292510 0.153 0.114 -0.051 -0.103
C 1.622233 3.576333 0.442964 0.094 -0.217 0.372 -0.331
C 1.580237 4.946093 0.231949 0.119 0.064 0.173 -0.068
C 1.789264 5.842064 1.263448 -0.087 0.045 -0.193 -0.282
C 1.736228 7.319363 1.020523 0.060 0.019 0.097 -0.054
C 2.002485 5.326302 2.539960 0.019 -0.050 0.006 -0.036
C 2.071755 3.968499 2.766656 -0.107 -0.037 0.069 -0.027
C 1.923028 3.051512 1.712426 0.129 0.704 -0.276 -0.328
N 2.001751 1.689247 1.827710 -0.361 -0.239 -0.031 -0.090
C 3.020034 1.080531 2.465142 0.713 -0.245 0.227 -0.297
C 4.154980 1.767991 2.951257 -0.080 0.204 -0.030 -0.020
C 5.241242 1.109592 3.471026 -0.096 -0.225 -0.027 -0.044
C 5.277492 -0.279695 3.528107 0.144 -0.182 0.077 -0.293
C 6.472906 -1.020203 4.048770 -0.006 -0.085 -0.002 -0.060
C 4.173209 -0.975926 3.069612 0.145 0.242 0.064 -0.079
C 3.047499 -0.340017 2.561865 -0.183 0.021 0.051 -0.293
P 1.625877 -1.229924 1.889719 0.547 -1.259 0.074 1.072
C 0.899652 -2.329948 3.225750 -0.005 0.301 -0.110 -0.512
C 1.867416 -2.809756 4.303276 -0.048 -0.021 -0.214 -0.113
C -0.238395 -1.534494 3.863856 0.016 -0.114 -0.088 -0.137
C 2.282682 -2.380565 0.561629 -0.113 0.134 0.164 -0.524
C 2.973999 -3.669278 0.996036 -0.190 0.175 0.028 -0.105
C 3.191551 -1.550081 -0.339664 -0.160 0.011 0.043 -0.119
H 3.231342 2.083653 -4.020250 0.085 0.015 -0.044 0.078
H 2.243350 0.923008 -3.130495 0.014 -0.131 -0.053 0.068
H 1.485862 2.272850 -3.983998 -0.093 -0.068 -0.105 0.061
H 2.341349 3.886214 -2.399003 -0.144 -0.075 0.142 0.108
H 4.021391 1.618234 -1.219749 0.063 -0.122 0.018 0.073
H 4.636509 2.953969 -2.202305 0.027 -0.021 -0.085 0.081
H 3.943735 3.269471 -0.610624 0.111 -0.004 0.071 0.068
H -0.099733 4.129706 -1.991488 0.040 -0.070 0.076 0.108
H -1.473350 1.393832 -1.881646 -0.003 -0.002 -0.043 0.034
H -1.937162 2.780520 -2.879554 -0.164 0.010 -0.105 0.090
H -0.435521 1.912858 -3.201191 -0.044 -0.037 -0.149 0.036
H -1.565880 2.599115 0.206673 -0.174 -0.070 0.110 0.037
H -0.829454 4.200287 0.426532 -0.117 0.014 0.027 0.068
H -2.209969 3.986694 -0.662958 -0.124 0.004 -0.019 0.088
H 1.380434 5.323916 -0.760564 -0.082 0.106 -0.134 0.109
H 1.450096 7.533184 -0.006910 -0.019 0.063 -0.037 0.073
H 1.010190 7.781556 1.686821 -0.048 0.160 0.010 0.078
H 2.705437 7.781568 1.209170 0.023 0.083 -0.003 0.080
H 2.114728 6.011408 3.369842 0.022 0.047 0.100 0.114
H 2.221635 3.594235 3.769899 0.067 -0.023 0.054 0.118
H 4.186081 2.844524 2.879151 0.031 0.016 -0.002 0.096
H 6.087094 1.682797 3.829355 0.073 0.027 -0.007 0.110
H 7.244349 -0.326781 4.376744 0.083 -0.020 0.043 0.070
H 6.198462 -1.657016 4.890989 0.095 -0.032 0.055 0.076
H 6.894855 -1.660702 3.271505 0.093 -0.022 0.054 0.077
H 4.200542 -2.053034 3.107105 -0.009 -0.172 0.025 0.091
H 0.472083 -3.191971 2.697786 0.073 0.093 -0.035 0.106
H 2.351555 -1.959152 4.779858 0.051 -0.003 0.069 0.077
H 1.319432 -3.363198 5.066961 -0.051 -0.021 0.015 0.080
H 2.632749 -3.468612 3.901318 0.132 -0.039 0.009 0.060
H 0.142761 -0.589651 4.252600 -0.060 0.079 0.066 0.076
H -1.011907 -1.329195 3.125592 -0.094 0.074 0.041 0.032
H -0.677457 -2.094249 4.688738 -0.056 -0.039 0.077 0.079
H 1.376583 -2.647235 -0.000689 0.043 0.044 0.066 0.101
H 3.909451 -3.456646 1.507646 0.106 -0.032 0.064 0.065
H 2.337481 -4.261745 1.649375 0.003 -0.103 0.075 0.063
H 3.204985 -4.272140 0.116804 0.023 -0.037 -0.034 0.080
H 4.111575 -1.299310 0.188292 0.040 0.084 -0.026 0.078
H 3.450137 -2.100493 -1.243380 -0.016 -0.018 -0.091 0.083
H 2.692314 -0.618686 -0.622996 0.127 0.059 -0.127 0.046
O -0.760884 1.395231 2.470655 0.038 -0.024 0.100 -0.122
H -1.505063 0.862868 2.149367 -0.805 -0.051 0.175 -0.075
H -1.101890 2.125935 2.989733 0.102 0.150 -0.061 0.097
C -1.962242 -5.268329 -0.643899 -0.284 0.360 0.010 -0.020
C -2.958813 -4.107760 -0.507973 -0.275 -0.914 0.447 -0.645
C -4.292700 -4.456283 -1.180339 0.283 0.093 0.065 -0.019
C -3.206037 -3.790309 0.967348 0.165 0.026 -0.273 -0.036
O -2.372433 -3.005882 -1.159098 0.259 0.327 -0.258 -0.159
Si -2.764971 -1.421810 -1.135376 0.111 0.259 0.206 -0.136
S -1.910022 -0.379443 0.434296 0.735 0.211 0.310 0.453
O -4.390785 -1.353788 -0.983035 0.187 -0.434 -0.082 -0.156
C -5.303621 -0.299264 -1.182647 -0.778 0.561 -0.130 -0.649
C -6.022094 -0.524602 -2.518689 0.211 -0.048 0.329 -0.017
C -4.597799 1.053746 -1.212592 -0.053 -0.223 0.131 -0.056
C -6.315049 -0.351369 -0.031739 0.321 -0.033 -0.264 -0.020
O -2.276554 -0.776770 -2.558829 -0.314 0.162 0.226 -0.158
C -1.715965 -1.397176 -3.694441 0.324 -0.262 -0.784 -0.635
C -2.598723 -2.545090 -4.184924 0.106 0.178 0.130 -0.016
C -1.640496 -0.344134 -4.808926 0.020 -0.200 0.340 -0.018
C -0.321683 -1.904559 -3.323887 -0.278 0.130 -0.044 -0.014
H -2.348012 -6.153312 -0.141947 0.006 -0.104 0.009 0.084
H -1.007284 -4.991776 -0.201022 0.075 0.021 0.096 0.078
H -1.794871 -5.495374 -1.695225 -0.009 -0.044 -0.093 0.083
H -4.798115 -5.255972 -0.642801 -0.007 -0.112 0.035 0.088
H -4.131353 -4.769248 -2.209775 0.002 -0.057 -0.115 0.081
H -4.920995 -3.570957 -1.176435 -0.138 -0.016 -0.022 0.070
H -3.575199 -4.669848 1.491286 -0.052 -0.048 0.041 0.088
H -3.937080 -2.989837 1.037973 -0.132 0.091 0.151 0.074
H -2.283315 -3.449416 1.431929 0.090 0.012 0.095 0.070
H -5.289734 -0.550761 -3.321185 0.080 0.009 -0.150 0.075
H -6.727526 0.281223 -2.706115 -0.092 0.082 -0.054 0.085
H -6.560855 -1.468840 -2.504071 -0.056 -0.130 -0.015 0.085
H -3.895732 1.071386 -2.042126 0.077 0.142 -0.118 0.067
H -4.038114 1.192641 -0.290966 -0.001 0.137 0.049 0.044
H -5.320886 1.856723 -1.328317 -0.094 0.101 -0.048 0.091
H -6.777653 -1.335336 0.011543 -0.055 -0.084 -0.008 0.084
H -7.088917 0.398592 -0.176461 -0.098 0.083 0.028 0.084
H -5.806152 -0.167456 0.910967 0.044 0.039 0.136 0.085
H -3.575046 -2.158473 -4.466303 -0.164 0.018 -0.079 0.088
H -2.723074 -3.273628 -3.394684 -0.039 -0.186 0.017 0.060
H -2.144048 -3.024516 -5.048813 0.021 -0.050 -0.107 0.090
H -2.590707 0.179177 -4.877125 -0.140 0.045 -0.035 0.088
H -1.435220 -0.823680 -5.764053 0.061 -0.014 -0.064 0.086
H -0.862253 0.383848 -4.606357 0.122 0.115 0.012 0.059
H -0.419630 -2.699575 -2.591006 0.081 -0.198 0.033 0.073
H 0.242247 -1.094751 -2.862806 0.129 0.128 -0.050 0.078
H 0.202101 -2.267488 -4.204987 0.123 -0.065 -0.055 0.090
```
Forces are in eV/Å.

Output
ΔE to the lowest compared entry with this formula, charge and spin	0.0000	eV
LUMO energy	0.360	eV
E_HOMO	-6.62	eV
gap between HOMO and LUMO	6.98	eV

***

Q: Which of these has the highest ΔE to the lowest compared entry with this formula, charge and spin?
A: C21H36CoP2Se

***

Q: What is the ΔE to the lowest compared entry with this formula, charge and spin in the first record?
A: 4.3136 eV

***

Q: Among the records above, which one has the lowest ΔE to the lowest compared entry with this formula, charge and spin?
A: C38H69MgNO4P2SSi

***

Q: The highest ΔE to the lowest compared entry with this formula, charge and spin belongs to which entry?
A: C21H36CoP2Se